C4H7DyO2 as an isolated structure at a distorted geometry. Source: OMol25; level of theory: wB97M-V/def2-TZVPD.

CARTESIAN COORDINATES (ANGSTROEM)
1 O 1.309 1.470 1.733
2 C 1.692 0.985 0.511
3 C 0.486 0.918 -0.452
4 C -0.677 0.172 0.225
5 C -1.102 -1.009 -0.507
6 O -2.010 -1.767 -0.133
7 Dy -3.021 -4.210 -0.481
8 H -0.385 -0.207 1.225
9 H 2.105 -0.057 0.571
10 H 2.452 1.628 0.001
11 H 0.791 0.505 -1.427
12 H 0.157 1.950 -0.650
13 H -1.368 0.984 0.694
14 H -0.429 -1.363 -1.311

LUMO (alpha / beta)   -3.84 / -4.52 eV
Total charge   +1
⟨S²⟩   12.56
Energy relative to the best compared isomer or geometry (same formula, charge and spin)   41.3 kJ/mol
DFT total energy   -1191.743409 a.u.
2S+1   7